No. 1
Formula: H3OP
Source: the Open Molecules 2025 dataset
Level of theory: ωB97M-V/def2-TZVPD

```
5
Properties=species:S:1:pos:R:3:forces:R:3:mulliken_charge:R:1
H -0.56296 -0.91194 1.00159 0.4616 0.3232 -0.7545 0.093
H -0.81091 0.09331 -1.02939 -0.7807 -0.8088 -0.5914 0.058
O 1.45728 -0.27083 -0.42049 1.6799 -0.9280 -0.1707 -0.535
H -0.16591 1.16728 0.44444 -0.2138 1.3979 1.2905 0.045
P 0.08251 -0.07781 0.00384 -1.1470 0.0156 0.2261 0.339
```
Positions in Å, forces in eV/Å.

Results
SMILES string: O=[PH3]
Total charge: 0
E (Ha): -418.3601
F_max (hartree/bohr): 0.037
HOMO energy (eV): -10.76
Gap between HOMO and LUMO (Eh): 0.428
Energy above the lowest of the compared OMol25 structures with the same formula, charge and spin (kJ/mol): 11.4
Multiplicity: 1

No. 2
Formula: H3OPSi
Source: the Open Molecules 2025 dataset
Level of theory: ωB97M-V/def2-TZVPD

```
6
Properties=species:S:1:pos:R:3:forces:R:3:mulliken_charge:R:1
H -0.01513 -0.91911 -0.96095 -0.3762 -0.5335 -0.6450 -0.086
H -0.43113 1.38928 -0.11622 0.4654 -0.9390 -0.0520 -0.071
Si 0.35322 0.06484 0.01341 1.8076 2.4743 -1.3961 0.265
P 3.03211 0.38625 -0.27028 -2.1624 0.6410 -0.3228 0.334
O 3.52169 -0.78016 0.45688 0.5146 -0.8787 0.5340 -0.360
H 0.20552 -0.42654 1.30093 -0.2489 -0.7641 1.8819 -0.082
```
Positions in Å, forces in eV/Å.

Results
SMILES string: O=P[SiH3]
Total charge: 0
E (Ha): -707.8120
F_max (hartree/bohr): 0.065
HOMO energy (eV): -8.32
Gap between HOMO and LUMO (Eh): 0.265
Energy above the lowest of the compared OMol25 structures with the same formula, charge and spin (kJ/mol): 105.7
Multiplicity: 1

No. 3
Formula: H3OPSi
Source: the Open Molecules 2025 dataset
Level of theory: ωB97M-V/def2-TZVPD

```
6
Properties=species:S:1:pos:R:3:forces:R:3:mulliken_charge:R:1
P 1.46282 -0.52479 0.05811 -1.3625 0.6136 -0.5926 0.049
Si -0.68958 0.09273 0.38874 1.9387 0.1636 -1.2249 0.370
H -1.57265 0.48538 -0.70766 -0.6115 -0.5477 0.0640 -0.052
O 0.65663 1.03860 -0.14111 -0.0361 -1.0343 1.3709 -0.351
H 1.48662 -1.01254 -1.32788 -0.3467 0.3509 0.7179 0.040
H -1.34384 -0.07938 1.72980 0.4181 0.4539 -0.3353 -0.056
```
Positions in Å, forces in eV/Å.

Results
SMILES string: O1[SiH2]P1
Total charge: 0
E (Ha): -707.8424
F_max (hartree/bohr): 0.045
HOMO energy (eV): -8.93
Gap between HOMO and LUMO (Eh): 0.332
Energy above the lowest of the compared OMol25 structures with the same formula, charge and spin (kJ/mol): 25.8
Multiplicity: 1

No. 4
Formula: H3OS2
Source: the Open Molecules 2025 dataset
Level of theory: ωB97M-V/def2-TZVPD

```
6
Properties=species:S:1:pos:R:3:forces:R:3:mulliken_charge:R:1
H 1.28003 -0.42642 1.16492 0.1655 -0.0598 0.0536 0.061
H -1.37839 -2.27959 0.95667 0.0454 -0.0249 0.0887 0.293
S -0.47616 0.99881 -0.22676 0.2947 -0.2230 -0.1173 -0.699
H -1.48665 -1.21589 -0.10620 -0.0604 0.5181 -0.0056 0.277
S 1.42600 0.09190 -0.06447 -0.4065 0.1530 0.0416 -0.309
O -1.98371 -1.95631 0.28658 -0.0388 -0.3633 -0.0610 -0.623
```
Positions in Å, forces in eV/Å.

Results
Total charge: -1
E (Ha): -873.4645
F_max (hartree/bohr): 0.010
HOMO energy (eV): -2.57
Gap between HOMO and LUMO (Eh): 0.231
Energy above the lowest of the compared OMol25 structures with the same formula, charge and spin (kJ/mol): 7.8
Multiplicity: 1

Which value of total charge does entry 2 give? 0